# 1
This record from the Open Molecules 2025 dataset describes a 2-piece molecular cluster, C4H8O overall. The level of theory is ωB97M-V/def2-TZVPD.

The geometry in ORCA input format:
```
! RIJCOSX wB97M-V def2-TZVPD def2/J DEFGRID3
* xyz 0 1
C 2.5697 -0.3588 0.3003
C 2.2636 -0.5506 1.5887
H 1.7350 -0.2964 -0.3862
H 3.5125 -0.8038 0.0078
H 1.2791 -0.3058 1.9712
H 3.0370 -0.8797 2.2731
C -1.4478 1.1408 0.3047
C -1.2142 0.3555 -0.7604
O -2.1713 -0.4432 -1.3027
H -2.2050 0.7916 0.9969
H -1.0047 2.0896 0.5659
H -0.2463 0.3942 -1.2539
H -1.7893 -0.7562 -2.1441
*
```

Properties
SMILES: C=CO.C=C
Electronic energy: -6322.529 eV
Kohn-Sham gap: 9.57 eV
LUMO energy: 0.77 eV
ΔE to the lowest compared entry with this formula, charge and spin: 254.61 kJ/mol

# 2
This record from the Open Molecules 2025 dataset describes an isolated ion of composition C3H6N2O2 and charge +1. The level of theory is ωB97M-V/def2-TZVPD.

The geometry in ORCA input format:
```
! RIJCOSX wB97M-V def2-TZVPD def2/J DEFGRID3
* xyz 1 2
C -1.8647 -0.9525 -0.4476
N -1.2254 0.2676 -0.0691
C 0.0760 0.4951 -0.5892
C 1.1880 -0.2930 0.2358
N 1.7980 0.4006 1.1800
O 1.3816 -1.4347 -0.0730
O -2.9942 -1.1525 -0.1669
H -1.1961 -1.6400 -0.9755
H -1.8072 1.0851 0.1167
H 0.3263 1.5512 -0.4908
H 0.0916 0.2329 -1.6461
H 2.5689 0.0407 1.6980
H 1.6572 1.3995 1.2279
*
```

Properties
Electronic energy: -10274.310 eV
Kohn-Sham gap (spin up / spin down): 12.15 / 6.04 eV
<S²>: 0.761
LUMO energy (spin up / spin down): -3.71 / -9.30 eV
ΔE to the lowest compared entry with this formula, charge and spin: 42.43 kJ/mol

# 3
This record from the Open Molecules 2025 dataset describes C12H19Br3FO7Ti as an isolated structure. The level of theory is ωB97M-V/def2-TZVPD.

The geometry in ORCA input format:
```
! RIJCOSX wB97M-V def2-TZVPD def2/J DEFGRID3
* xyz 0 4
Ti 23.3720 -0.5650 11.8658
F 23.5970 0.9512 13.5633
C 21.3285 1.8681 16.7108
C 20.4774 1.5254 15.5087
C 20.7272 0.1349 14.8683
O 19.4821 -0.4948 15.1093
C 18.5429 0.3712 15.5487
O 17.3530 0.1017 15.7150
O 19.0819 1.5412 15.8348
H 20.8804 2.7428 17.1822
H 22.4069 1.8989 16.5552
H 21.2207 1.0401 17.4114
H 20.6060 2.2606 14.7143
H 21.5262 -0.3925 15.3894
H 20.9772 0.0701 13.8094
C 24.7785 -2.8009 14.7820
C 25.4052 -1.4900 15.2121
C 24.6350 -0.7959 16.3285
O 25.5934 -0.5178 17.3628
C 26.7143 -1.1995 17.0979
O 27.7173 -1.2730 17.8068
O 26.6282 -1.7117 15.8612
H 23.7064 -2.7455 14.5932
H 24.8772 -3.6343 15.4775
H 25.2458 -3.1234 13.8515
H 25.5727 -0.7849 14.3979
H 23.9194 -1.4733 16.7947
H 24.0826 0.0759 15.9779
C 21.5176 6.3973 12.9434
C 21.1497 4.9258 12.6525
O 19.9815 4.5860 12.3955
C 22.2190 3.8270 12.7796
H 20.9683 7.1095 12.3276
H 22.5835 6.4776 12.7301
H 21.2974 6.5920 13.9930
H 22.7161 3.6292 13.7293
H 22.9440 3.9818 11.9806
H 21.7346 2.8581 12.6584
C 24.9787 3.1873 16.2783
Br 26.9346 2.9268 15.8062
Br 24.3662 4.9844 15.7274
Br 24.7258 2.7380 18.1775
H 24.4344 2.4314 15.7122
*
```

Properties
Electronic energy: -263040.811 eV
Kohn-Sham gap (spin up / spin down): 6.70 / 7.83 eV
<S²>: 3.752
LUMO energy (spin up / spin down): -1.82 / -1.89 eV

# 4
This record from the Open Molecules 2025 dataset describes a 2-piece molecular cluster, C9H11N2S overall. The level of theory is ωB97M-V/def2-TZVPD.

The geometry in ORCA input format:
```
! RIJCOSX wB97M-V def2-TZVPD def2/J DEFGRID3
* xyz 1 1
C -0.7338 3.4079 0.3523
C -0.8657 2.5269 -0.7430
C -0.2091 2.9350 1.5599
C -0.6869 1.1871 -0.6526
C 0.0837 1.6199 1.6540
C -0.2538 0.7266 0.6560
C 0.9025 -2.3846 1.8166
C -0.4961 -1.8202 -0.0617
C 0.0407 -0.6632 0.7348
N 0.7853 -1.0814 1.7798
N 0.9279 -2.2288 -2.5343
S 0.0104 -3.3090 0.7033
H -1.1333 4.3325 0.0967
H -1.2672 3.0013 -1.6394
H -0.0744 3.5983 2.4386
H -1.0138 0.5643 -1.4087
H 0.5143 1.3073 2.6125
H 1.5525 -3.0767 2.3762
H -1.6534 -1.7452 -0.0763
H -0.0859 -1.6393 -1.0163
H 0.7562 -3.2649 -2.8370
H 1.9303 -2.3473 -2.3834
H 0.9695 -1.6464 -3.4283
*
```

Properties
Electronic energy: -23318.734 eV
Kohn-Sham gap: 7.52 eV
LUMO energy: -5.48 eV
ΔE to the lowest compared entry with this formula, charge and spin: 100.29 kJ/mol

# 5
This record from the Open Molecules 2025 dataset describes C27H22N5STc as an isolated structure. The level of theory is ωB97M-V/def2-TZVPD.

The geometry in ORCA input format:
```
! RIJCOSX wB97M-V def2-TZVPD def2/J DEFGRID3
* xyz 1 2
Tc 0.9023 -0.5583 0.3257
N -9.2305 0.1467 -1.8697
C -8.1097 0.0730 -1.6207
C -6.6954 -0.0204 -1.3024
C -5.9269 -1.0388 -1.8566
C -4.5788 -1.1292 -1.5493
C -3.9951 -0.1985 -0.6964
C -4.7649 0.8217 -0.1466
C -6.1156 0.9080 -0.4436
C -2.5405 -0.2952 -0.3704
C -1.6986 0.6408 -0.9474
C -2.0697 1.6702 -1.8454
C -0.9292 2.3732 -2.1607
C 0.1102 1.7603 -1.4536
N -0.3206 0.7211 -0.7226
C -2.1474 -1.3167 0.5085
C -2.9898 -2.2206 1.1620
C -2.1989 -3.0435 1.9634
C -0.8964 -2.6194 1.7783
N -0.8274 -1.5760 0.9072
H -6.3872 -1.7536 -2.5254
H -3.9754 -1.9236 -1.9768
H -4.3065 1.5447 0.5208
H -6.7231 1.6934 -0.0148
H -3.0723 1.8492 -2.2100
H -0.8370 3.2240 -2.8216
H 1.1559 2.0378 -1.4485
H -4.0670 -2.2451 1.0555
H -2.5180 -3.8501 2.6076
H -0.0128 -3.0142 2.2627
S 3.1245 -4.2217 2.1097
C 3.4497 -2.8284 3.0432
C 2.8149 -1.7623 2.5107
N 2.0785 -2.0574 1.3694
C 2.1578 -3.3287 1.0607
H 4.0805 -2.8608 3.9203
H 2.8494 -0.7474 2.8830
H 1.6524 -3.7699 0.2099
C 2.6668 2.5886 1.9229
C 3.6741 2.2665 0.8522
C 4.8207 3.0117 0.6699
C 5.7176 2.6887 -0.3472
C 5.4884 1.6150 -1.2060
C 4.3584 0.8353 -1.0655
C 4.0670 -0.3281 -1.9751
C 3.4579 1.1753 -0.0246
N 2.3298 0.4312 0.1218
H 2.9775 3.4583 2.4966
H 2.5361 1.7525 2.6146
H 1.6844 2.7898 1.4912
H 5.0172 3.8547 1.3228
H 6.6118 3.2860 -0.4734
H 6.1983 1.3848 -1.9925
H 4.8609 -0.4535 -2.7075
H 3.1241 -0.1854 -2.5073
H 3.9675 -1.2557 -1.4088
*
```

Properties
Electronic energy: -48833.748 eV
Kohn-Sham gap (spin up / spin down): 6.46 / 6.76 eV
<S²>: 0.969
LUMO energy (spin up / spin down): -4.38 / -4.07 eV

# 6
This record from the Open Molecules 2025 dataset describes an isolated ion of composition C5H12NO and charge +1. The level of theory is ωB97M-V/def2-TZVPD.

The geometry in ORCA input format:
```
! RIJCOSX wB97M-V def2-TZVPD def2/J DEFGRID3
* xyz 1 1
C 0.1660 0.7727 1.8204
O 1.1634 -0.2711 1.6436
C -1.0404 0.9375 0.8374
C -0.6742 1.0905 -0.6507
C -0.8724 -0.2407 -1.4627
C -0.0431 -1.2855 -1.6254
N 1.3064 -1.3373 -1.1008
H 0.6320 1.7092 1.9546
H -0.2654 0.5201 2.7971
H 1.7454 -0.4790 2.3778
H -1.4308 1.8800 1.1793
H -1.7632 0.1056 0.8884
H 0.3190 1.5248 -0.9310
H -1.4544 1.6162 -1.1762
H -1.8309 -0.2065 -1.9671
H -0.3580 -2.2734 -2.1759
H 1.1582 -1.2928 0.0617
H 1.5157 -2.3263 -1.1010
H 1.7266 -0.4439 -1.3695
*
```

Properties
SMILES: [NH3+]/C=C\CCCO
Electronic energy: -8908.308 eV
Kohn-Sham gap: 11.06 eV
LUMO energy: -3.37 eV
ΔE to the lowest compared entry with this formula, charge and spin: 223.99 kJ/mol

# 7
This record from the Open Molecules 2025 dataset describes C31H25Cl3InN4O5S as an isolated structure. The level of theory is ωB97M-V/def2-TZVPD.

The geometry in ORCA input format:
```
! RIJCOSX wB97M-V def2-TZVPD def2/J DEFGRID3
* xyz -1 1
In 1.4381 -1.2731 -0.4738
C 2.5790 2.4215 2.5977
O 1.1633 2.2894 2.6140
C 0.6996 1.0745 3.0685
C -0.1328 1.0763 4.1630
C -0.6776 -0.1131 4.6554
C -0.3495 -1.2929 4.0288
C 0.4667 -1.3204 2.8882
C 0.7700 -2.6214 2.3238
N 1.2490 -2.8168 1.1559
N 1.5516 -4.1198 0.8174
C 2.2318 -4.1400 -0.3073
O 2.5613 -3.1266 -1.0090
C 2.6557 -5.4877 -0.8008
C 2.3967 -6.6459 -0.0726
C 2.8022 -7.8789 -0.5578
C 3.4701 -7.9666 -1.7735
C 3.7299 -6.8141 -2.5010
C 3.3246 -5.5785 -2.0162
C 1.0043 -0.1189 2.3507
O 1.7501 -0.0547 1.2914
H 2.7874 3.4468 2.2953
H 3.0288 1.7209 1.8953
H 2.9859 2.2565 3.6007
H -0.3536 2.0304 4.6274
H -1.3267 -0.1030 5.5206
H -0.7318 -2.2353 4.4073
H 0.5967 -3.5004 2.9472
H 1.8761 -6.5586 0.8710
H 2.5981 -8.7765 0.0132
H 3.7865 -8.9314 -2.1513
H 4.2490 -6.8767 -3.4494
H 3.5145 -4.6666 -2.5658
O 1.3246 -0.2255 -2.0728
Cl -1.7523 5.3446 2.7994
C -2.1473 4.4530 1.3584
C -1.3766 3.3646 0.9944
C -1.7084 2.6756 -0.1587
C -2.7744 3.0528 -0.9785
C -3.0656 2.3865 -2.3109
C -3.2699 0.8506 -2.3075
N -2.6066 0.0497 -1.2987
C -3.0848 -0.2230 -0.0339
C -2.0874 -0.8872 0.6111
N -1.0080 -1.0096 -0.2316
C -1.3564 -0.4459 -1.3704
O -2.2216 2.8305 -3.3669
C -0.8284 2.5315 -3.3638
C 0.0284 3.3746 -2.4588
C -0.1021 4.7054 -2.2072
Cl -1.2680 5.7930 -2.8604
S 1.0563 5.2820 -1.0793
C 1.7463 3.7145 -0.9409
C 1.1182 2.8054 -1.7279
C -3.5145 4.1599 -0.5649
Cl -4.8725 4.7540 -1.4939
C -3.2227 4.8613 0.5943
H -0.5143 3.0729 1.5778
H -1.0747 1.8460 -0.4373
H -4.0277 2.7702 -2.6424
H -2.9723 0.4843 -3.2903
H -4.3382 0.6582 -2.2006
H -4.0611 0.0986 0.2854
H -2.0634 -1.2501 1.6247
H -0.6278 -0.3448 -2.1795
H -0.5282 2.6882 -4.4018
H -0.6299 1.4811 -3.1337
H 2.5758 3.5441 -0.2739
H 1.3759 1.7370 -1.7935
H -3.8155 5.7175 0.8800
*
```

Properties
Electronic energy: -102328.398 eV
Kohn-Sham gap: 7.21 eV
LUMO energy: 2.31 eV

Copy entry 6 word for word.
This record from the Open Molecules 2025 dataset describes an isolated ion of composition C5H12NO and charge +1. The level of theory is ωB97M-V/def2-TZVPD.

The geometry in ORCA input format:
```
! RIJCOSX wB97M-V def2-TZVPD def2/J DEFGRID3
* xyz 1 1
C 0.1660 0.7727 1.8204
O 1.1634 -0.2711 1.6436
C -1.0404 0.9375 0.8374
C -0.6742 1.0905 -0.6507
C -0.8724 -0.2407 -1.4627
C -0.0431 -1.2855 -1.6254
N 1.3064 -1.3373 -1.1008
H 0.6320 1.7092 1.9546
H -0.2654 0.5201 2.7971
H 1.7454 -0.4790 2.3778
H -1.4308 1.8800 1.1793
H -1.7632 0.1056 0.8884
H 0.3190 1.5248 -0.9310
H -1.4544 1.6162 -1.1762
H -1.8309 -0.2065 -1.9671
H -0.3580 -2.2734 -2.1759
H 1.1582 -1.2928 0.0617
H 1.5157 -2.3263 -1.1010
H 1.7266 -0.4439 -1.3695
*
```

Properties
SMILES: [NH3+]/C=C\CCCO
Electronic energy: -8908.308 eV
Kohn-Sham gap: 11.06 eV
LUMO energy: -3.37 eV
ΔE to the lowest compared entry with this formula, charge and spin: 223.99 kJ/mol

- Which value of electronic energy does entry 5 give?
  -48833.748 eV

Copy entry 1 word for word.
This record from the Open Molecules 2025 dataset describes a 2-piece molecular cluster, C4H8O overall. The level of theory is ωB97M-V/def2-TZVPD.

The geometry in ORCA input format:
```
! RIJCOSX wB97M-V def2-TZVPD def2/J DEFGRID3
* xyz 0 1
C 2.5697 -0.3588 0.3003
C 2.2636 -0.5506 1.5887
H 1.7350 -0.2964 -0.3862
H 3.5125 -0.8038 0.0078
H 1.2791 -0.3058 1.9712
H 3.0370 -0.8797 2.2731
C -1.4478 1.1408 0.3047
C -1.2142 0.3555 -0.7604
O -2.1713 -0.4432 -1.3027
H -2.2050 0.7916 0.9969
H -1.0047 2.0896 0.5659
H -0.2463 0.3942 -1.2539
H -1.7893 -0.7562 -2.1441
*
```

Properties
SMILES: C=CO.C=C
Electronic energy: -6322.529 eV
Kohn-Sham gap: 9.57 eV
LUMO energy: 0.77 eV
ΔE to the lowest compared entry with this formula, charge and spin: 254.61 kJ/mol